Entry 1:
ORCA calculation (ωB97M-V/def2-TZVPD) on a 7-piece molecular cluster, C37H70ClIO8 overall.

ORCA input file:
```
! wB97M-V def2-TZVPD RIJCOSX def2/J DEFGRID3
* xyz 0 1
C 2.5317 5.1710 4.1289
C 1.1939 4.5353 4.5141
C 0.3403 4.1841 3.2806
C -0.5815 2.9970 3.5543
C 0.1860 1.6620 3.5032
C -0.1987 0.7900 2.3128
C 0.7941 -0.3510 2.0944
C 0.7411 -1.4331 3.1656
C 1.9373 -2.3947 3.0488
C 3.1834 -1.5857 3.2763
C 3.5610 -1.1366 4.4739
C 4.7613 -0.2780 4.5825
O 5.5063 -0.3058 5.5332
C 4.9774 0.6418 3.4122
C 5.4856 1.9291 3.5328
I 6.0397 2.7925 5.3563
C 5.6015 2.7339 2.4098
C 5.2208 2.2659 1.1697
C 4.7290 0.9780 1.0317
Cl 4.2339 0.4523 -0.5321
C 4.6002 0.1660 2.1486
C 4.0231 -1.2197 2.0950
O 4.2223 -1.9945 1.1915
H 3.0175 4.5590 3.3656
H 3.1958 5.2748 4.9844
H 2.3604 6.1485 3.6754
H 0.6377 5.2580 5.1129
H 1.3697 3.6331 5.1025
H 1.0119 3.9581 2.4468
H -0.2295 5.0768 3.0180
H -1.0115 3.1442 4.5474
H -1.4070 3.0135 2.8410
H -0.0169 1.1227 4.4311
H 1.2584 1.8779 3.4919
H -1.2127 0.4038 2.4374
H -0.1825 1.4184 1.4177
H 0.6203 -0.8328 1.1321
H 1.7819 0.1174 2.0314
H -0.2042 -1.9741 3.0805
H 0.7574 -0.9888 4.1645
H 1.9415 -2.8015 2.0379
H 1.8709 -3.1998 3.7786
H 3.0171 -1.3794 5.3778
H 5.9711 3.7453 2.4929
H 5.2857 2.8942 0.2933
C -4.5259 4.1304 5.2177
C -3.8089 5.4662 5.0925
C -4.7612 6.6336 5.3020
O -3.1656 5.5668 3.8235
H -5.3063 4.0474 4.4561
H -3.8271 3.3071 5.0673
H -4.9910 4.0193 6.1982
H -3.0037 5.5170 5.8272
H -5.5486 6.6199 4.5433
H -4.2299 7.5811 5.2117
H -5.2322 6.5902 6.2849
H -3.8450 5.5264 3.1421
C -0.2738 -4.2126 -1.8368
C -0.5989 -2.7986 -1.3800
C -1.0995 -1.9453 -2.5333
O 0.5546 -2.1996 -0.7838
H 0.5105 -4.2042 -2.5910
H 0.0855 -4.8115 -0.9978
H -1.1509 -4.7034 -2.2641
H -1.3531 -2.8283 -0.5924
H -0.3367 -1.8634 -3.3122
H -1.3253 -0.9337 -2.1944
H -2.0007 -2.3714 -2.9788
H 1.2469 -2.1547 -1.4524
C -1.8982 -4.8364 1.7119
C -3.2604 -4.1611 1.7808
C -4.3518 -5.1374 2.1910
O -3.5786 -3.5536 0.5288
H -1.9080 -5.6339 0.9633
H -1.1279 -4.1205 1.4210
H -1.6228 -5.2723 2.6735
H -3.2210 -3.3383 2.4965
H -4.4324 -5.9441 1.4571
H -5.3174 -4.6338 2.2380
H -4.1418 -5.5808 3.1652
H -3.6231 -4.2508 -0.1348
C 3.4856 -5.6747 -5.2016
C 2.9037 -5.9821 -3.8305
C 3.3662 -7.3353 -3.3144
O 1.4771 -5.9243 -3.8696
H 3.1565 -6.4224 -5.9287
H 3.1455 -4.6998 -5.5516
H 4.5760 -5.6758 -5.1788
H 3.2027 -5.2041 -3.1258
H 3.0337 -8.1307 -3.9875
H 2.9418 -7.5339 -2.3302
H 4.4533 -7.3811 -3.2406
H 1.1710 -6.6005 -4.4837
C -1.5731 -2.2535 -6.5301
C -1.8828 -0.8275 -6.0996
C -2.4186 0.0081 -7.2505
O -0.7192 -0.2143 -5.5426
H -0.8061 -2.2542 -7.3100
H -1.1918 -2.8341 -5.6891
H -2.4613 -2.7503 -6.9232
H -2.6142 -0.8444 -5.2898
H -1.6761 0.0756 -8.0507
H -2.6285 1.0244 -6.9163
H -3.3319 -0.4210 -7.6651
H -0.0458 -0.1782 -6.2303
C -2.8465 4.3498 -4.8959
C -1.7641 3.9274 -5.8771
C -0.6288 4.9380 -5.9276
O -2.3188 3.7347 -7.1791
H -3.2829 5.3053 -5.2009
H -3.6483 3.6116 -4.8709
H -2.4454 4.4623 -3.8879
H -1.3704 2.9519 -5.5858
H -1.0013 5.9105 -6.2622
H 0.1379 4.6161 -6.6325
H -0.1689 5.0664 -4.9470
H -2.6790 4.5756 -7.4798
*
```

**Highest occupied orbital energy**: -8.89 eV
**Lowest unoccupied orbital energy**: -0.73 eV

Entry 2:
ORCA calculation (ωB97M-V/def2-TZVPD) on C31H25Cl2IN4O2SbTi as an isolated structure at a distorted geometry.

ORCA input file:
```
! wB97M-V def2-TZVPD RIJCOSX def2/J DEFGRID3
* xyz 0 2
Ti 0.1768 0.6862 0.2008
Cl -5.9561 -2.1461 -4.1931
C -4.3963 -1.4303 -3.9608
C -3.8082 -1.4966 -2.7066
C -2.5536 -0.9562 -2.4688
N -2.0167 -0.9854 -1.1598
C -0.8947 -1.5429 -0.8831
O -0.2845 -1.1803 0.2395
C -0.1493 -2.5014 -1.7627
C -0.8495 -3.4071 -2.5502
C -0.1364 -4.2235 -3.4123
C 1.2387 -4.0892 -3.4631
C 1.8464 -3.1712 -2.6182
N 1.1794 -2.4027 -1.7641
C -1.8914 -0.2630 -3.5043
C -2.4829 -0.2237 -4.7610
C -3.7230 -0.7967 -4.9956
Cl -4.4015 -0.6947 -6.5865
N -0.6086 0.2623 -3.2990
C -0.4202 1.0448 -2.3039
O 0.7147 1.1928 -1.6861
C -1.5310 1.8651 -1.6309
C -2.5906 2.4407 -2.3099
C -3.4817 3.2086 -1.5719
C -3.3112 3.3672 -0.2057
C -2.2321 2.7444 0.4022
N -1.3725 2.0265 -0.3165
H -4.3328 -1.9883 -1.8981
H -1.9253 -3.4740 -2.4924
H -0.6490 -4.9414 -4.0389
H 1.8398 -4.6853 -4.1361
H 2.9234 -3.0538 -2.6379
H -1.9628 0.2663 -5.5731
H -2.7058 2.2947 -3.3732
H -4.3171 3.6827 -2.0720
H -3.9950 3.9551 0.3889
H -2.0329 2.7976 1.4642
I 1.8218 3.2635 0.7273
C 1.7404 2.8938 2.7586
C 2.5339 3.6330 3.5852
C 2.4768 3.4159 4.9807
C 1.6092 2.4963 5.4835
C 0.7664 1.7373 4.6308
C -0.1713 0.8283 5.1789
C -0.9997 0.1309 4.3556
C -0.8870 0.2605 2.9504
C 0.0276 1.0954 2.3359
C 0.8343 1.8924 3.2220
H 3.2024 4.3842 3.1869
H 3.1144 3.9930 5.6374
H 1.5415 2.3345 6.5530
H -0.2293 0.7164 6.2551
H -1.7381 -0.5431 4.7735
H -1.5522 -0.3472 2.3440
C 4.3219 -1.6040 -0.2020
Sb 2.8472 -0.5063 0.8541
C 4.1507 0.4389 2.2437
C 2.2859 -2.0708 2.1773
H 5.0958 -1.8701 0.5180
H 4.7610 -1.0382 -1.0210
H 3.8667 -2.5091 -0.5924
H 4.9105 -0.2844 2.5416
H 3.5815 0.7466 3.1201
H 4.6347 1.3190 1.8215
H 3.1748 -2.5628 2.5725
H 1.6598 -2.7892 1.6519
H 1.7118 -1.6361 2.9961
*
```

**Highest occupied orbital energy (alpha / beta)**: -7.62 / -7.74 eV
**⟨S²⟩**: 0.7551
**Lowest unoccupied orbital energy (alpha / beta)**: -0.36 / -0.34 eV
**ΔE to the lowest compared entry with this formula, charge and spin**: 0.5093 eV